Entry 1:
The following is a quantum chemistry calculation of an isolated molecule of C3H9NS, from OMol25.

Values from the calculation:
Spin multiplicity ... 1
Gap between HOMO and LUMO ... 9.133 eV
Structure (SMILES) ... CNCCS
Highest occupied orbital energy ... -8.1 eV
Total energy ... -572.5990 Ha

Cartesian coordinates (Å):
S -2.3004 1.8833 -0.6177
N 0.9685 -0.4786 0.1071
C -0.4317 -0.0839 -0.0671
C -0.6021 1.2323 -0.8714
C 1.4895 -1.2901 1.1919
H -0.4225 1.0360 -1.9208
H 1.5253 -0.3281 -0.7139
H 2.3461 -1.8632 0.8594
H 1.6187 -0.7071 2.0962
H 0.6747 -1.9532 1.5382
H -0.8833 -0.9261 -0.6012
H -0.1000 2.0874 -0.4254
H -3.0510 1.2326 -1.5010
H -0.8319 0.1588 0.9258

Cartesian forces, eV/Å:
S -0.10 0.33 0.09
N 0.35 1.14 -0.52
C 1.45 0.23 0.44
C -1.21 -0.98 0.65
C -2.18 0.19 -0.19
H 0.33 0.55 -0.18
H 0.25 -0.29 0.16
H 0.16 0.03 0.28
H 0.93 0.35 0.19
H 0.39 -0.46 -0.43
H -1.05 0.34 0.33
H 0.86 -0.36 -0.32
H 0.12 -0.37 -0.26
H -0.30 -0.71 -0.24



Entry 2:
The following is a quantum chemistry calculation of an isolated molecule of C3H9NS, from OMol25.

Values from the calculation:
Spin multiplicity ... 1
Gap between HOMO and LUMO ... 9.502 eV
Structure (SMILES) ... CNCCS
Highest occupied orbital energy ... -8.4 eV
Total energy ... -572.6072 Ha

Cartesian coordinates (Å):
S -1.2002 1.5086 -2.4847
N 0.0894 -0.5991 0.7371
C 1.1120 -0.7092 1.7857
C -1.2677 0.4779 -0.9998
C 0.1453 0.1246 -0.5150
H 1.8979 -1.3929 1.4555
H 0.6498 1.0650 -0.3279
H 0.5897 -1.1802 2.6188
H -1.9292 -0.3838 -1.0988
H 1.4746 0.2524 2.1305
H -1.8445 1.0597 -0.2737
H -0.4233 -1.4644 0.7103
H 0.5907 -0.5054 -1.2887
H 0.1155 1.7466 -2.4493

Cartesian forces, eV/Å:
S -0.16 -0.16 -0.52
N -0.79 0.16 1.06
C -0.81 -0.42 -1.06
C -0.50 0.48 0.86
C -0.71 -0.82 0.75
H 0.54 0.28 0.30
H 0.51 0.03 -0.25
H 0.22 0.04 0.16
H 0.42 -0.33 -0.68
H 0.22 0.13 -0.19
H 0.63 0.10 0.31
H -0.10 0.05 -0.41
H 0.51 0.48 -0.34
H 0.02 -0.02 0.02



Entry 3:
The following is a quantum chemistry calculation of a cluster of 2 separate species, C3H9NS2 in total, from OMol25.

Values from the calculation:
Spin multiplicity ... 1
Gap between HOMO and LUMO ... 8.638 eV
Structure (SMILES) ... CSSC.C=N
Highest occupied orbital energy ... -8.1 eV
Total energy ... -970.7884 Ha

Cartesian coordinates (Å):
S 1.5343 1.1244 0.7451
S 1.1391 -0.9171 0.6286
N -2.9091 -0.6533 -0.5233
C -2.0736 -0.1447 -1.3216
C 0.1800 1.5486 1.8580
C 1.9495 -1.2946 -0.9383
H 2.0315 -0.4297 -1.5867
H -2.5743 -0.5826 0.4376
H 2.9554 -1.6546 -0.7493
H -2.3002 -0.1363 -2.3839
H -0.7933 1.4545 1.3824
H 0.2236 0.9254 2.7468
H 0.3593 2.5875 2.1273
H 1.3852 -2.0988 -1.3965
H -1.1075 0.2714 -1.0263

Cartesian forces, eV/Å:
S 0.03 -0.07 0.01
S -0.11 0.11 0.05
N -0.05 0.15 -0.01
C 0.08 -0.09 0.02
C 0.10 0.03 -0.11
C 0.37 -0.22 0.22
H -0.34 0.11 -0.10
H 0.08 -0.10 0.03
H 0.13 -0.04 0.03
H -0.06 -0.01 -0.11
H -0.01 -0.02 -0.08
H -0.01 0.06 0.11
H -0.09 0.02 0.11
H -0.12 0.02 -0.23
H 0.00 0.05 0.06



Entry 4:
The following is a quantum chemistry calculation of a structure of composition C3H9O11P2SW, from OMol25.

Values from the calculation:
Total charge ... +1
Spin multiplicity ... 1
Gap between HOMO and LUMO ... 7.875 eV
Highest occupied orbital energy ... -14.0 eV
Total energy ... -2095.2755 Ha

Cartesian coordinates (Å):
W 0.5552 1.6527 -0.5787
S -1.5455 3.2443 -1.1636
P 0.5167 -0.6622 1.5042
P -0.7353 -1.0482 -1.1802
O -1.7342 -0.0118 -0.5003
O -2.8870 2.8107 -1.1697
O -1.1541 4.5732 -1.4197
O -1.2595 -1.8005 -2.3013
O 1.3964 0.4258 0.8549
O -1.1921 -2.4979 1.0340
O 0.5764 -0.0977 -1.3691
O -0.6999 0.1322 2.0856
O -0.6263 2.2226 -2.0163
O 1.1633 -1.4444 2.6884
O -0.8120 2.7200 0.2171
C 2.0763 2.7127 -0.6427
C 0.9866 -2.9128 -0.0724
C -0.1104 -1.9247 0.3235
H -2.5760 0.1488 -0.9575
H 1.8101 -2.4112 -0.5806
H 1.9543 3.7454 -0.9798
H -1.1541 -3.4624 0.9708
H 1.3732 -3.4227 0.8101
H 0.5676 -3.6466 -0.7632
H 1.8770 -1.0210 3.1870
H -1.4448 -0.3948 2.4139
H 3.0781 2.3706 -0.3944

Cartesian forces, eV/Å:
W -0.32 -1.48 0.78
S 0.73 -0.79 -0.19
P -0.36 0.22 0.25
P 0.51 0.41 -0.01
O -0.19 0.13 0.03
O -0.04 -0.16 0.08
O -0.03 0.11 0.08
O 0.31 -0.22 0.06
O -0.52 0.18 1.14
O 0.00 -0.06 0.03
O -0.64 -0.17 -0.89
O 0.01 -0.04 0.01
O -0.39 1.20 0.03
O 0.50 -0.01 -0.48
O 0.20 0.49 -0.47
C -0.06 0.06 -0.46
C -0.08 -0.02 0.07
C 0.26 -0.02 -0.03
H 0.05 0.04 -0.03
H -0.01 0.02 0.00
H 0.05 0.12 0.35
H -0.02 0.07 0.01
H -0.01 -0.01 -0.01
H 0.00 0.01 0.00
H 0.01 0.00 0.10
H -0.07 -0.01 -0.03
H 0.10 -0.06 -0.40



Entry 5:
The following is a quantum chemistry calculation of a structure of composition C3H9O11P2SW, from OMol25.

Values from the calculation:
Total charge ... +1
Spin multiplicity ... 1
Gap between HOMO and LUMO ... 8.134 eV
Highest occupied orbital energy ... -13.8 eV
Total energy ... -2095.3053 Ha

Cartesian coordinates (Å):
W 0.2807 -0.2885 0.1681
S -0.7528 1.8213 -0.8729
P 0.6037 -2.8502 -0.6765
P -2.2068 -2.2790 -0.5270
O -3.5269 -2.8622 0.0421
O 1.6139 -3.9291 -1.1625
O 0.6093 -1.5097 -1.4588
O -2.5588 -1.6311 -1.8843
O 0.6899 1.1636 -1.0935
O -0.8073 1.3176 0.6222
O -1.6572 0.9670 -1.6070
O -1.5302 -1.3184 0.4378
O -1.2240 -4.5371 0.2109
O -0.7755 3.2143 -1.0146
O 0.7770 -2.3107 0.7377
C -1.2549 -4.2906 -2.2417
C -1.0330 -3.6502 -0.8790
C 1.8090 -0.0659 1.1835
H -1.1119 -3.5748 -3.0499
H -0.8287 -5.3968 0.0128
H -0.5513 -5.1130 -2.3768
H -3.4799 -3.3097 0.9003
H -2.4479 -0.6528 -1.9300
H 2.3379 -0.8049 1.7691
H 2.5599 -3.7906 -1.0029
H 2.1143 0.9819 1.2576
H -2.2693 -4.6860 -2.2947

Cartesian forces, eV/Å:
W -0.15 -0.06 0.13
S 0.00 -0.32 -0.06
P 0.04 -0.03 -0.16
P -0.01 0.06 -0.10
O 0.03 0.02 -0.03
O -0.02 0.02 0.11
O 0.00 0.05 -0.16
O -0.10 0.03 0.08
O -0.40 -0.19 -0.03
O 0.06 -0.18 -0.23
O -0.20 0.27 -0.15
O 0.15 0.31 0.09
O 0.05 0.00 0.03
O 0.13 0.04 0.06
O 0.10 -0.18 0.06
C -0.01 0.00 0.00
C 0.01 0.02 0.05
C 0.17 0.05 0.33
H 0.00 0.01 0.00
H -0.04 0.01 -0.02
H 0.01 0.00 0.00
H 0.01 -0.07 -0.01
H 0.04 0.03 -0.02
H 0.09 0.09 0.05
H 0.01 0.01 -0.02
H 0.04 0.00 0.03
H 0.00 0.01 -0.02



Entry 6:
The following is a quantum chemistry calculation of a cluster of 2 separate species, C3H9O2P in total, from OMol25.

Values from the calculation:
Spin multiplicity ... 1
Gap between HOMO and LUMO (alpha / beta) ... 9.523 / 6.231 eV
Highest occupied orbital energy (alpha / beta) ... -10.0 / -7.6 eV
Total energy ... -611.3846 Ha

Cartesian coordinates (Å):
P 1.2815 0.4739 0.1079
O -1.9182 0.1391 0.2010
O 1.7189 1.5763 0.9711
C 1.4357 0.8094 -1.7745
C -2.4324 1.3216 0.3228
C 1.8951 -1.2973 0.7384
H 2.9588 -1.1723 0.3982
H -1.8028 2.1253 0.7181
H 1.6433 1.9209 -1.7776
H 0.5130 0.6925 -2.1743
H 2.3488 0.2781 -2.2554
H 1.4582 -2.1010 0.1348
H 1.8145 -1.5437 1.8699
H -3.3212 1.3005 0.8757
H -2.6985 1.7494 -0.7431

Cartesian forces, eV/Å:
P -1.48 -2.25 -0.27
O 2.21 -2.72 0.23
O 0.66 0.82 0.44
C 4.76 0.89 2.27
C -0.76 3.25 -3.62
C 0.74 1.16 -0.30
H -0.61 -0.55 0.71
H 0.42 -0.25 0.51
H -0.04 -1.15 0.07
H -2.61 -0.98 -1.56
H -1.88 0.71 0.62
H -0.10 0.32 0.16
H 0.02 0.99 -2.08
H -1.52 0.09 1.36
H 0.19 -0.33 1.47



Entry 7:
The following is a quantum chemistry calculation of a cluster of 2 separate species, C3H9O2S in total, from OMol25.

Values from the calculation:
Spin multiplicity ... 2
Gap between HOMO and LUMO (alpha / beta) ... 10.007 / 7.162 eV
Highest occupied orbital energy (alpha / beta) ... -9.4 / -9.4 eV
<S²> ... 0.75
Total energy ... -668.2270 Ha

Cartesian coordinates (Å):
S 2.5050 0.2476 1.7898
O -0.3974 -2.4494 -1.6080
O -1.7992 -0.3469 -0.6595
C 0.1860 0.9051 0.1318
C -1.3757 0.9732 -0.2769
C 0.8097 -0.2107 0.9231
H 2.7625 1.1608 0.6815
H -1.2395 -2.6594 -1.1288
H -0.4511 -1.5530 -1.1584
H 0.1888 1.8380 0.6939
H 0.2358 -0.7466 1.6868
H 0.8061 1.0525 -0.8888
H -1.8765 1.2270 0.6888
H 1.1917 -1.0646 0.2933
H -1.5461 1.6263 -1.1688

Cartesian forces, eV/Å:
S -1.51 1.67 -2.72
O -1.59 1.52 2.12
O 0.51 1.96 0.81
C 0.31 1.42 -2.71
C 0.01 -2.81 -0.17
C 1.91 -2.23 0.24
H -0.03 -1.42 1.88
H 0.68 -0.98 -1.01
H 1.06 -0.88 -1.31
H 0.74 0.13 0.00
H -0.27 0.73 0.01
H -1.31 -0.25 2.40
H -0.04 0.09 -0.94
H -0.76 1.05 0.20
H 0.29 0.01 1.20



Entry 8:
The following is a quantum chemistry calculation of the ion C3H9O2S with charge +1, from OMol25.

Values from the calculation:
Total charge ... +1
Spin multiplicity ... 1
Gap between HOMO and LUMO ... 12.296 eV
Highest occupied orbital energy ... -16.0 eV
Total energy ... -667.9760 Ha

Cartesian coordinates (Å):
S 0.1917 -0.3216 0.2184
O -0.8205 0.8300 0.3252
O -0.6158 -1.7554 0.0911
C -2.0825 0.6915 -0.2795
C 1.1035 -0.1175 -1.3670
C 1.2744 -0.1587 1.6365
H -2.1770 -0.3984 -0.6732
H 1.9993 -0.7799 -1.3021
H 1.3883 -1.2571 1.7881
H -2.0783 1.2843 -1.1851
H 0.2114 -0.4628 -2.0680
H -2.8517 0.8742 0.4840
H 1.6642 0.8267 -1.5591
H 0.7538 0.2402 2.5389
H 2.0391 0.5044 1.3516

Cartesian forces, eV/Å:
S -3.08 -5.70 -1.45
O 1.73 0.65 1.18
O 4.15 6.21 0.86
C -1.84 -2.66 -1.83
C -0.53 -0.88 -0.03
C -2.43 -1.45 0.59
H -0.15 1.77 0.98
H -1.20 -0.51 -0.19
H 1.08 0.81 0.13
H -0.42 0.65 0.27
H 2.40 0.79 0.97
H 0.33 0.24 -0.58
H -1.47 0.05 0.32
H -0.06 -0.22 -0.93
H 1.49 0.26 -0.28



Quick rundown of relative energy (zero: lowest compared OMol25 entry of this formula, charge and spin), same order as above: 25.76 20.66 27.19 22.16 3.46 101.42 37.12 57.57 kcal per mole